Record 1
Molecular formula: C8H15BO2
Method: DFT, ωB97M-V with the def2-TZVPD basis set

Geometry as XYZ:
```
26
Properties=species:S:1:pos:R:3:forces:R:3
H -3.974 0.941 0.001 -0.670 -0.680 0.242
C 1.725 1.448 0.090 -4.240 -0.373 -1.556
H 3.468 -1.095 1.466 1.259 0.376 1.005
H -3.030 0.853 1.608 -0.424 -0.137 -1.031
H -1.057 -0.155 1.755 -0.014 0.300 -0.508
H 2.202 2.915 -1.405 -1.125 -1.004 0.964
C 1.425 2.183 -0.948 2.241 1.657 -1.510
C 2.526 -1.370 1.097 -2.331 -2.602 -2.742
C -0.803 0.015 0.694 2.027 0.172 -1.119
C -2.506 -1.138 -0.691 0.555 1.202 1.703
C 2.514 -1.235 -0.492 -0.325 -0.054 2.319
H 3.232 -0.519 -0.725 1.168 1.814 -0.787
H -1.578 0.796 -1.267 -0.388 -1.083 2.432
H 2.923 -2.128 -0.905 -0.675 -1.044 -0.825
H 0.601 2.064 -1.655 -0.230 -0.147 0.732
H 2.272 -2.480 1.240 0.663 1.332 0.555
H 2.524 1.258 0.698 2.067 0.473 1.448
B 0.766 -0.093 0.348 -0.505 0.044 0.480
C -1.894 0.265 -0.239 -1.077 1.230 -0.896
O 1.209 -0.809 -0.825 0.052 -1.043 -0.243
H -2.876 -1.713 0.145 -0.253 0.098 0.530
C -3.039 1.083 0.514 0.867 -1.088 -0.234
H -3.326 -0.859 -1.294 -0.838 -0.069 -0.979
O 1.444 -0.595 1.505 0.445 -0.195 1.075
H -1.797 -1.767 -1.148 0.902 -0.451 -1.015
H -2.952 2.133 0.434 0.851 1.274 -0.038
```
Positions in Å, forces in eV/Å.

strongest force on any atom: 0.08812 hartree/bohr
ΔE to the lowest compared entry with this formula, charge and spin: 585.8 kJ/mol
HOMO level (alpha / beta): -0.28672 / -0.30657 Eh
orbital gap (alpha / beta): 6.0 / 7.5 eV

Record 2
Molecular formula: C8H15ClN2O5S2
Method: DFT, ωB97M-V with the def2-TZVPD basis set

Geometry as XYZ:
```
33
Properties=species:S:1:pos:R:3:forces:R:3
C -1.150 -0.040 -1.936 0.017 0.000 0.315
C -1.726 0.542 2.601 -0.013 -0.274 0.347
H -1.563 -1.212 1.488 0.037 -0.024 -0.021
H 0.655 2.449 -1.119 -0.011 -0.014 -0.024
Cl -1.904 2.308 2.402 0.007 0.065 -0.043
H -1.244 0.126 -3.010 0.162 0.044 -0.023
O -2.079 0.023 3.602 0.048 0.111 -0.250
S 1.128 0.543 2.608 -0.147 0.077 -0.216
C 0.340 0.047 -1.577 -0.425 0.298 0.128
S 2.284 -1.420 0.344 -0.091 -0.293 -0.216
H -1.756 0.244 0.503 -0.114 -0.004 0.071
N 1.931 2.705 0.497 -0.300 0.201 -0.060
H -2.382 -1.341 -0.667 0.058 -0.111 0.092
O 2.211 0.082 -0.118 -0.133 0.107 0.030
H 2.083 3.595 0.040 0.107 -0.018 -0.035
N -1.080 -2.587 -1.692 -0.277 -0.130 0.089
C 0.265 -0.182 1.084 0.557 0.652 0.960
H -0.369 -2.569 -2.407 0.038 -0.041 -0.006
O 0.754 -1.507 0.902 -0.006 -0.042 0.081
H 0.840 -0.887 -1.809 -0.102 -0.126 0.101
C 0.754 2.077 -0.102 0.153 0.109 0.309
H -2.680 -1.468 -2.363 -0.044 0.085 0.039
O 3.207 -1.554 1.408 0.011 0.055 0.048
H -0.166 2.342 0.428 -0.083 -0.036 -0.130
H 0.779 0.787 -2.246 0.140 -0.091 -0.033
H -0.667 -2.844 -0.809 0.225 0.114 -0.024
H 1.417 -0.649 3.139 -0.061 -0.073 0.010
C -1.876 -1.376 -1.627 -0.016 0.052 -0.352
C -1.240 -0.179 1.362 -0.171 -0.275 -0.594
H -1.683 0.796 -1.469 -0.143 -0.018 -0.120
H 1.764 2.921 1.471 0.134 -0.113 0.054
C 0.803 0.541 -0.171 0.458 -0.329 -0.524
O 2.350 -2.315 -0.757 -0.015 0.044 -0.002
```
Positions in Å, forces in eV/Å.

strongest force on any atom: 0.02502 hartree/bohr
HOMO level: -0.34671 Eh
orbital gap: 9.8 eV

Record 3
Molecular formula: C8H15ClSi
Method: DFT, ωB97M-V with the def2-TZVPD basis set

Geometry as XYZ:
```
25
Properties=species:S:1:pos:R:3:forces:R:3
C -2.249 -1.455 -0.655 3.526 2.091 0.372
H 2.122 2.022 1.635 1.173 1.643 -0.647
Si 0.468 1.101 0.053 -0.283 -0.020 1.115
H -1.742 2.054 0.856 -1.038 -0.535 -0.362
H -0.618 3.260 1.156 0.391 -1.370 -1.029
H -0.972 -1.134 1.986 -1.337 2.206 0.966
H -2.893 -2.151 -0.271 -2.345 -1.563 0.633
H 1.845 -2.412 -2.407 0.686 -0.249 -0.583
H 0.405 -2.003 1.724 0.355 -0.047 -0.714
H -1.092 -2.764 1.749 -0.907 -1.564 0.911
C -0.898 -1.873 -0.075 2.595 1.421 -0.304
C 1.719 1.067 1.475 -0.199 -1.564 0.756
H 1.313 1.008 2.512 -0.418 -0.830 -0.792
H -2.453 -0.404 -0.231 -0.106 -1.534 -1.087
C 1.206 1.296 -1.652 3.522 -0.932 0.038
C -0.624 -1.897 1.392 0.875 -1.307 -0.733
C 1.047 -2.509 -1.738 -0.766 0.604 1.218
H 2.539 0.303 1.379 -0.790 0.795 0.005
Cl 2.280 2.819 -1.728 -0.758 -0.308 -0.051
C -0.880 2.448 0.369 2.167 0.569 2.774
H 0.400 1.346 -2.300 -1.518 0.755 -1.564
C 0.251 -2.158 -0.875 -1.589 -0.289 -0.716
H -1.029 3.048 -0.466 -0.898 0.672 -1.835
H 1.928 0.534 -2.157 -1.477 0.884 1.533
H -2.072 -1.547 -1.730 -0.861 0.471 0.095
```
Positions in Å, forces in eV/Å.

strongest force on any atom: 0.08006 hartree/bohr
ΔE to the lowest compared entry with this formula, charge and spin: 418.4 kJ/mol
HOMO level (alpha / beta): -0.27588 / -0.25392 Eh
orbital gap (alpha / beta): 7.2 / 6.7 eV

Record 4
Molecular formula: C8H15DyNOP
Method: DFT, ωB97M-V with the def2-TZVPD basis set

Geometry as XYZ:
```
27
Properties=species:S:1:pos:R:3:forces:R:3
H -3.783 1.551 1.059 0.331 -0.194 0.710
Dy -2.314 -0.314 0.857 0.506 -3.606 0.675
C 3.267 0.110 0.711 -1.010 -0.479 -0.029
H -2.442 4.982 1.760 -0.080 -0.173 0.221
H 0.544 -0.587 -1.148 0.263 -0.008 0.064
H 0.734 -2.072 1.110 0.231 -0.005 -0.020
O -1.118 1.314 0.594 1.151 4.123 0.328
C 2.614 -0.885 1.500 -0.144 0.480 -0.599
H 2.932 -1.252 2.473 0.052 0.006 -0.258
H -4.551 -0.027 -2.101 0.554 -0.302 -0.177
H -4.048 2.281 2.665 0.018 0.092 -0.183
C -2.251 4.177 2.482 0.184 0.155 -0.250
H -3.561 -1.962 -1.830 0.108 0.975 0.056
H 4.201 0.611 0.948 -0.136 -0.115 -0.003
N -2.204 2.878 1.804 -0.923 -1.089 0.739
H -2.866 0.962 2.668 -0.507 1.283 -0.897
C -3.278 1.837 2.037 0.977 1.534 0.697
C 1.437 -1.292 0.810 -0.121 0.986 -0.633
H 2.720 1.046 -1.249 -0.071 -0.161 0.110
P -3.289 -0.538 -1.639 -0.766 -0.590 -1.516
H -0.347 3.213 0.897 0.046 0.063 -0.006
C 1.338 -0.504 -0.401 0.525 -0.415 0.833
H -3.044 4.155 3.229 0.120 0.079 -0.077
C 2.476 0.342 -0.456 -0.254 -0.383 0.604
C -1.156 2.512 1.072 -0.277 -2.059 -0.645
H -1.292 4.380 2.975 -0.287 -0.105 -0.051
H -2.511 -0.334 -2.844 -0.490 -0.093 0.306
```
Positions in Å, forces in eV/Å.

strongest force on any atom: 0.08350 hartree/bohr
spin multiplicity: 6
ΔE to the lowest compared entry with this formula, charge and spin: 75.0 kJ/mol
HOMO level (alpha / beta): -0.18602 / -0.19066 Eh
⟨S²⟩: 9.6062
orbital gap (alpha / beta): 4.5 / 4.3 eV

Record 5
Molecular formula: C8H15N
Method: DFT, ωB97M-V with the def2-TZVPD basis set

Geometry as XYZ:
```
24
Properties=species:S:1:pos:R:3:forces:R:3
H 2.500 -1.128 1.505 -0.034 -0.005 -0.023
H 0.153 2.074 -2.524 0.001 -0.041 0.029
C -0.347 0.999 -0.740 -0.320 -0.450 -0.254
H 0.195 1.797 1.210 -0.017 -0.003 -0.016
H -1.588 -2.014 1.478 0.026 -0.008 -0.002
C 0.647 1.559 0.243 0.170 -0.405 -0.172
N -2.289 -0.451 -0.646 0.147 -0.165 -0.129
H 2.986 0.506 1.932 -0.054 -0.033 0.028
C -0.715 -2.374 0.931 0.017 0.033 0.071
H -2.823 0.363 -0.905 0.063 -0.039 -0.011
C -0.728 1.851 -1.913 -0.275 0.154 0.151
C 2.132 -0.105 1.598 0.207 0.125 0.006
H 1.092 2.481 -0.149 0.023 -0.102 -0.019
H 2.224 0.311 -0.565 -0.111 -0.077 -0.024
H 0.787 -1.552 -0.448 -0.072 -0.046 -0.132
H 0.032 -2.715 1.656 -0.018 0.051 -0.029
H 1.382 -0.085 2.388 -0.015 0.006 -0.005
H -1.454 1.359 -2.562 0.008 0.006 0.006
C -0.901 -0.272 -0.498 0.025 1.117 -0.040
H -1.017 -3.265 0.367 0.016 0.035 0.000
H -1.136 2.821 -1.601 -0.009 0.005 -0.053
H -2.587 -1.293 -1.114 -0.010 0.068 -0.014
C -0.140 -1.306 0.047 0.717 0.152 0.206
C 1.597 0.437 0.311 -0.484 -0.379 0.423
```
Positions in Å, forces in eV/Å.

strongest force on any atom: 0.02173 hartree/bohr
ΔE to the lowest compared entry with this formula, charge and spin: 332.7 kJ/mol
HOMO level (alpha / beta): -0.24996 / -0.25358 Eh
orbital gap (alpha / beta): 7.8 / 7.6 eV

Record 6
Molecular formula: C8H15N2
Method: DFT, ωB97M-V with the def2-TZVPD basis set

Geometry as XYZ:
```
25
Properties=species:S:1:pos:R:3:forces:R:3
C -0.395 -0.879 0.071 2.907 0.533 0.304
C -0.405 0.713 0.044 1.124 1.382 -0.701
H 0.043 1.025 -2.184 0.186 0.604 1.384
H 0.288 -0.969 2.198 0.433 -0.514 -0.152
H -0.072 -1.304 -2.040 1.183 0.719 0.043
C 0.695 -1.076 1.184 -0.967 -0.083 0.290
C 1.631 0.089 0.813 -0.802 -0.030 -2.078
C 1.462 0.054 -0.876 -0.906 0.180 0.932
C 0.444 1.207 -1.130 -0.203 -2.024 -1.464
H 0.728 2.287 1.082 0.224 -1.900 0.150
H -1.756 -1.726 -0.852 -0.975 -1.528 -3.734
C 0.565 1.144 1.149 0.583 2.739 -1.744
H 0.752 2.243 -0.955 0.157 -0.390 -0.380
H -2.330 0.185 0.093 0.981 1.226 -0.332
H 2.332 0.097 -1.447 1.598 0.149 -0.643
C 0.604 -1.217 -1.148 -3.049 2.487 0.439
H -2.156 -2.158 0.625 1.465 2.212 -0.881
H 2.702 0.107 1.160 -1.476 0.079 -0.061
H -2.014 1.744 -0.736 -0.287 0.807 -0.905
N -1.766 -1.341 0.009 -0.683 -0.839 4.147
H 1.126 -2.115 -1.082 0.771 -1.575 0.505
H 1.155 -1.989 0.960 0.555 -1.633 0.573
H -2.040 1.710 0.939 0.337 0.122 -0.486
H 0.148 0.925 2.054 -0.859 -0.161 2.773
N -1.742 1.243 0.072 -2.299 -2.561 2.023
```
Positions in Å, forces in eV/Å.

strongest force on any atom: 0.08334 hartree/bohr
ΔE to the lowest compared entry with this formula, charge and spin: 179.9 kJ/mol
HOMO level: -0.52460 Eh
total charge: +1
orbital gap: 11.4 eV